1.
DFT (ωB97M-V with the def2-TZVPD basis set) results for a single C5H10N2O molecule at a distorted geometry.

```
! wB97M-V def2-TZVPD RIJCOSX def2/J DEFGRID3
* xyz 0 1
C 0.579 0.286 -0.222
C 0.345 -1.193 -0.236
C 1.706 -0.625 -0.571
C 0.146 -1.940 1.059
N -0.029 1.201 -1.126
C -0.866 2.033 -0.201
N -2.035 1.404 0.114
O -0.674 3.219 -0.084
H 0.678 1.813 -1.530
H 0.488 0.766 0.817
H -0.241 -1.562 -1.071
H -2.810 1.984 0.389
H -2.111 0.415 -0.048
H 2.503 -0.768 0.143
H 2.022 -0.634 -1.605
H 0.439 -2.980 0.946
H 0.757 -1.504 1.857
H -0.898 -1.915 1.370
*
```

Computed properties:
energy relative to the best compared isomer or geometry (same formula, charge and spin) = 113.7 kJ/mol
gap between HOMO and LUMO = 0.3733 Eh
E_HOMO = -0.338 Ha
energy = -381.24211 Eh
SMILES = C[C@@H]1C[C@H]1NC(N)=O

These are the Löwdin partial charges, in e, on atoms 1 to 6: C -0.362; C -0.304; C -0.057; C -0.073; N 0.069; C -0.585

2.
DFT (ωB97M-V with the def2-TZVPD basis set) results for a single C3H6BrIO molecule at a distorted geometry.

```
! wB97M-V def2-TZVPD RIJCOSX def2/J DEFGRID3
* xyz 0 1
C -1.374 -0.469 0.015
C 1.006 0.956 -0.501
C 0.057 -0.033 0.395
O 0.627 -1.273 0.830
Br -2.351 1.218 -0.526
I 2.974 0.305 -0.272
H -1.903 -0.904 0.944
H -1.455 -1.376 -0.647
H 0.679 1.040 -1.639
H 0.942 1.987 -0.003
H -0.049 0.406 1.328
H 0.846 -1.857 0.078
*
```

Computed properties:
energy relative to the best compared isomer or geometry (same formula, charge and spin) = 75.5 kJ/mol
gap between HOMO and LUMO = 0.3653 Eh
E_HOMO = -0.348 Ha
energy = -3064.80602 Eh
SMILES = O[C@H](CBr)CI

These are the Löwdin partial charges, in e, on atoms 1 to 6: C -0.503; C -0.668; C -0.573; O -0.162; Br 0.563; I 0.848

3.
DFT (ωB97M-V with the def2-TZVPD basis set) results for 2 unconnected molecules or ions with the total composition C3H11N2.

```
! wB97M-V def2-TZVPD RIJCOSX def2/J DEFGRID3
* xyz 0 2
N 0.428 1.626 -1.678
H -0.047 0.725 -1.446
H 0.949 1.980 -0.832
H 1.158 1.431 -2.405
H -0.281 2.333 -1.990
N 0.824 -1.518 1.975
C 0.302 -0.416 1.153
C -1.722 -0.393 -0.328
C -0.582 -0.940 0.067
H 1.149 -1.132 2.854
H 1.639 -1.926 1.531
H 1.129 0.154 0.699
H -0.253 0.268 1.789
H -2.392 -0.912 -1.003
H -2.023 0.589 0.025
H -0.275 -1.867 -0.411
*
```

Computed properties:
energy relative to the best compared isomer or geometry (same formula, charge and spin) = 185.6 kJ/mol
gap between HOMO and LUMO (alpha / beta) = 0.1833 / 0.3854 Eh
E_HOMO (alpha / beta) = -0.143 / -0.357 Ha
energy = -230.26233 Eh

These are the Löwdin partial charges, in e, on atoms 1 to 6: N 0.011; H 0.024; H 0.021; H 0.029; H 0.033; N -0.011

4.
DFT (ωB97M-V with the def2-TZVPD basis set) results for a molecular structure, C5H13NO2 at a distorted geometry.

```
! wB97M-V def2-TZVPD RIJCOSX def2/J DEFGRID3
* xyz 0 1
C -1.510 -0.794 -0.074
C 1.207 -1.500 0.619
C -2.050 -0.533 -1.446
N 0.346 -0.536 -0.051
H 0.577 -0.495 -1.040
H -2.066 -0.321 0.725
H -1.433 -1.856 0.162
H 0.953 -1.512 1.676
H 2.262 -1.227 0.519
H 1.081 -2.501 0.189
H -3.057 -0.956 -1.515
H -1.438 -1.004 -2.216
H -2.102 0.535 -1.642
C 1.621 1.798 -0.078
C 0.377 1.134 0.502
O 0.542 0.999 1.899
O -0.767 1.562 0.117
H -0.288 1.304 2.288
H 1.559 1.817 -1.167
H 1.670 2.821 0.291
H 2.520 1.265 0.242
*
```

Computed properties:
energy relative to the best compared isomer or geometry (same formula, charge and spin) = 286.5 kJ/mol
gap between HOMO and LUMO = 0.3374 Eh
E_HOMO = -0.309 Ha
energy = -403.46748 Eh

These are the Löwdin partial charges, in e, on atoms 1 to 6: C -0.052; C -0.089; C -0.113; N -0.022; H 0.120; H 0.099

5.
DFT (ωB97M-V with the def2-TZVPD basis set) results for a molecular structure, C20H15CoF5N5OS3Se.

```
! wB97M-V def2-TZVPD RIJCOSX def2/J DEFGRID3
* xyz 0 1
Co -0.160 0.213 -0.732
S -1.158 -0.472 -2.634
C -1.937 -1.513 -1.516
S -2.135 -0.676 -0.021
C -2.121 -2.866 -1.706
C -2.653 -3.690 -0.641
N -3.023 -4.371 0.218
C -1.533 -3.532 -2.852
N -1.002 -4.064 -3.729
O 0.622 0.471 1.136
C 0.454 0.965 2.246
C 1.282 2.098 2.754
C 2.533 1.367 3.334
C 2.265 0.184 4.293
C 1.702 -1.105 3.639
C 0.169 -1.080 3.439
N -0.282 0.311 3.186
H 0.757 2.658 3.532
H 1.573 2.765 1.950
H 3.148 2.107 3.848
H 3.115 0.997 2.487
H 1.610 0.506 5.113
H 3.218 -0.065 4.757
H 1.965 -1.967 4.254
H 2.189 -1.246 2.669
H -0.350 -1.429 4.326
H -0.136 -1.708 2.609
H -0.382 0.846 4.033
S 2.168 -0.094 -2.042
C 1.691 -1.623 -1.581
N 2.153 -2.793 -2.121
C 1.728 -4.011 -1.729
C 0.822 -4.120 -0.729
C 0.335 -2.917 -0.205
N 0.745 -1.740 -0.618
H 2.802 -2.699 -2.884
H 2.146 -4.861 -2.255
H 0.449 -5.081 -0.399
H -0.440 -2.911 0.562
F -3.669 5.125 -4.848
C -2.876 4.539 -3.958
C -3.352 3.514 -3.178
F -4.612 3.113 -3.319
C -2.530 2.921 -2.246
F -3.078 1.964 -1.510
C -1.209 3.318 -2.081
Se -0.022 2.577 -0.784
C -0.767 4.350 -2.888
F 0.487 4.807 -2.802
C -1.581 4.961 -3.812
F -1.121 5.958 -4.566
*
```

Computed properties:
energy relative to the best compared isomer or geometry (same formula, charge and spin) = 53.0 kJ/mol
gap between HOMO and LUMO (alpha / beta) = 0.2302 / 0.2474 Eh
E_HOMO (alpha / beta) = -0.290 / -0.290 Ha
energy = -6598.20385 Eh

These are the Löwdin partial charges, in e, on atoms 1 to 6: Co -0.204; S 0.740; C -1.061; S 0.745; C -0.367; C -0.252

6.
DFT (ωB97M-V with the def2-TZVPD basis set) results for a molecular structure, C77H114CoF6N7O31S2 at a distorted geometry.

```
! wB97M-V def2-TZVPD RIJCOSX def2/J DEFGRID3
* xyz 1 4
Co -18.172 14.145 -29.634
C -14.841 14.415 -32.357
F -13.790 13.669 -32.634
F -14.811 15.055 -31.160
F -15.121 15.328 -33.299
S -16.359 13.307 -32.263
O -16.684 12.761 -33.626
O -16.022 12.289 -31.332
N -17.676 14.246 -31.568
S -18.431 14.939 -32.788
O -19.220 16.072 -32.381
O -17.710 15.127 -34.042
C -19.782 13.524 -33.249
F -20.277 12.929 -32.298
F -20.760 14.156 -33.896
F -19.215 12.706 -34.238
O -19.089 19.994 -34.597
C -17.861 19.990 -34.728
O -17.094 21.141 -34.885
C -15.765 20.963 -34.358
C -15.625 19.475 -34.230
C -17.074 18.812 -34.355
H -15.813 21.403 -33.362
H -14.967 21.411 -34.950
H -15.144 19.136 -33.313
H -15.041 19.051 -35.047
H -17.262 18.261 -33.433
H -17.107 18.019 -35.102
O -18.604 12.112 -29.464
C -19.322 11.136 -29.446
O -19.560 10.459 -30.598
C -19.936 9.171 -30.279
C -20.058 9.002 -28.741
C -20.018 10.403 -28.282
H -19.164 8.509 -30.671
H -20.811 8.885 -30.862
H -19.179 8.402 -28.503
H -20.912 8.422 -28.389
H -19.411 10.549 -27.389
H -21.010 10.852 -28.243
O -10.240 19.006 -31.820
C -10.585 17.941 -31.293
O -9.708 17.176 -30.589
C -10.273 16.037 -30.034
C -11.644 15.926 -30.649
C -11.869 17.175 -31.507
H -10.418 16.017 -28.954
H -9.690 15.145 -30.261
H -12.427 15.967 -29.892
H -11.697 14.991 -31.207
H -12.655 17.839 -31.146
H -11.986 16.976 -32.572
O -16.259 14.168 -28.886
C -15.417 13.359 -28.566
O -15.741 12.465 -27.713
C -14.642 11.798 -27.175
C -13.439 12.299 -28.045
C -14.003 13.197 -29.197
H -14.828 10.736 -27.337
H -14.459 11.993 -26.118
H -12.779 11.542 -28.470
H -12.790 12.911 -27.419
H -14.081 12.599 -30.105
H -13.612 14.202 -29.354
O -20.243 14.406 -29.642
C -21.343 14.821 -30.094
O -21.514 16.135 -30.088
C -22.848 16.460 -30.589
C -23.212 15.214 -31.285
C -22.598 14.073 -30.439
H -22.933 17.303 -31.275
H -23.578 16.709 -29.819
H -22.853 15.203 -32.314
H -24.298 15.138 -31.330
H -22.490 13.067 -30.847
H -23.275 13.906 -29.601
O -13.677 15.812 -27.500
C -13.295 15.995 -26.331
O -12.023 15.960 -25.954
C -11.781 16.617 -24.738
C -13.095 16.439 -24.054
C -14.155 16.290 -25.134
H -11.523 17.675 -24.757
H -10.893 16.162 -24.297
H -13.362 17.225 -23.348
H -13.093 15.521 -23.467
H -14.980 17.001 -25.174
H -14.706 15.410 -24.799
O -25.717 12.414 -37.943
C -24.567 12.611 -38.182
O -23.802 13.719 -37.743
C -22.411 13.581 -38.221
C -22.312 12.381 -39.099
C -23.621 11.586 -38.947
H -21.841 13.435 -37.304
H -21.916 14.326 -38.844
H -21.476 11.713 -38.894
H -22.100 12.666 -40.129
H -23.457 10.639 -38.433
H -23.909 11.476 -39.993
O -12.789 10.544 -32.057
C -13.620 9.997 -32.758
O -14.513 9.106 -32.371
C -15.297 8.562 -33.366
C -14.738 9.188 -34.674
C -13.750 10.262 -34.272
H -16.329 8.912 -33.401
H -15.413 7.479 -33.325
H -15.403 9.534 -35.465
H -14.171 8.463 -35.257
H -14.110 11.287 -34.181
H -12.813 10.290 -34.828
O -22.902 19.131 -33.353
C -22.675 20.303 -32.981
O -22.895 21.403 -33.782
C -22.646 22.535 -33.168
C -21.532 22.254 -32.198
C -21.887 20.794 -31.831
H -23.594 22.812 -32.706
H -22.451 23.270 -33.949
H -21.438 22.919 -31.339
H -20.567 22.370 -32.691
H -22.514 20.746 -30.941
H -20.979 20.222 -31.642
O -9.884 6.968 -32.810
C -10.529 7.467 -31.858
O -10.056 8.529 -31.260
C -10.929 9.091 -30.238
C -11.997 8.042 -30.151
C -11.914 7.059 -31.382
H -11.318 10.076 -30.496
H -10.419 9.173 -29.278
H -13.005 8.458 -30.119
H -11.924 7.452 -29.237
H -12.649 7.186 -32.177
H -12.020 6.002 -31.137
O -15.841 17.995 -37.732
C -17.056 17.830 -37.748
O -17.963 18.716 -38.279
C -19.276 18.187 -38.347
C -19.204 16.923 -37.549
C -17.704 16.551 -37.428
H -19.587 18.141 -39.391
H -19.878 18.905 -37.791
H -19.732 16.082 -37.998
H -19.521 16.944 -36.506
H -17.250 15.948 -38.214
H -17.502 16.186 -36.421
O -18.015 16.216 -29.440
C -17.352 17.251 -29.699
O -17.839 18.187 -30.547
C -17.249 19.499 -30.359
C -15.905 19.159 -29.758
C -16.068 17.804 -29.133
H -17.870 20.156 -29.751
H -17.077 20.033 -31.294
H -15.743 19.922 -28.997
H -15.122 19.145 -30.516
H -16.169 17.825 -28.047
H -15.410 16.973 -29.387
C -19.456 14.638 -26.757
O -18.640 13.705 -27.518
H -20.269 15.041 -27.361
H -19.926 14.093 -25.939
H -18.805 15.450 -26.433
H -18.033 13.336 -26.873
C -20.982 19.399 -27.563
O -20.557 17.980 -27.687
H -20.957 19.821 -26.559
H -20.459 19.993 -28.312
H -22.014 19.479 -27.907
H -19.948 17.899 -28.424
C -22.481 9.814 -35.025
O -23.282 8.855 -34.409
H -21.535 9.886 -34.489
H -22.099 9.440 -35.975
H -22.887 10.820 -35.140
H -23.866 8.561 -35.112
N -18.076 9.499 -36.750
C -17.401 8.275 -36.581
C -17.646 7.733 -35.305
C -18.550 8.589 -34.717
C -18.877 9.603 -35.599
H -18.056 10.243 -37.433
H -16.704 7.892 -37.312
H -16.961 7.031 -34.852
H -19.070 8.384 -33.792
H -19.601 10.367 -35.359
N -16.799 12.200 -36.213
C -17.732 12.768 -37.117
C -17.080 12.756 -38.350
C -15.844 12.158 -38.252
C -15.712 11.781 -36.865
H -16.951 12.079 -35.222
H -18.703 13.138 -36.822
H -17.356 13.062 -39.348
H -15.062 12.064 -38.990
H -14.850 11.368 -36.363
N -12.992 22.090 -27.806
C -13.092 20.783 -27.956
C -13.085 20.539 -29.314
C -12.898 21.744 -30.055
C -12.737 22.779 -29.026
H -13.070 22.597 -26.936
H -13.224 20.093 -27.135
H -13.196 19.548 -29.729
H -12.859 21.872 -31.127
H -12.587 23.845 -29.112
N -13.314 16.895 -36.662
C -12.438 17.774 -36.053
C -11.768 17.119 -35.083
C -12.322 15.826 -35.108
C -13.313 15.678 -36.054
H -13.957 17.138 -37.402
H -12.317 18.826 -36.266
H -10.847 17.504 -34.671
H -11.981 15.071 -34.415
H -13.948 14.873 -36.393
N -8.357 16.012 -33.293
C -7.124 15.514 -32.893
C -7.009 14.172 -33.302
C -8.141 13.836 -34.008
C -8.891 15.045 -34.144
H -8.646 16.979 -33.265
H -6.486 16.114 -32.262
H -6.143 13.555 -33.113
H -8.265 12.907 -34.543
H -9.768 15.209 -34.752
N -9.674 11.090 -36.327
C -8.660 10.221 -36.586
C -8.237 9.658 -35.371
C -9.104 10.231 -34.371
C -10.069 11.026 -35.052
H -10.050 11.654 -37.075
H -8.071 10.245 -37.492
H -7.312 9.112 -35.260
H -9.142 10.200 -33.292
H -10.785 11.681 -34.579
*
```

Computed properties:
gap between HOMO and LUMO (alpha / beta) = 0.2397 / 0.2391 Eh
E_HOMO (alpha / beta) = -0.319 / -0.319 Ha
energy = -8496.06847 Eh

These are the Löwdin partial charges, in e, on atoms 1 to 6: Co 0.742; C -0.610; F 0.184; F 0.113; F 0.137; S 0.766

7.
DFT (ωB97M-V with the def2-TZVPD basis set) results for a molecular structure, C39H50AsCuGeN3O2Si3.

```
! wB97M-V def2-TZVPD RIJCOSX def2/J DEFGRID3
* xyz 1 1
Cu -0.703 0.103 -0.834
O 2.637 0.023 1.313
C 1.906 -0.122 0.367
N 0.739 -0.955 0.389
C 0.278 -1.019 1.751
O 0.692 -1.798 2.561
C -0.802 -0.031 2.111
C -1.251 0.018 3.420
C -2.269 0.904 3.736
C -2.796 1.700 2.733
C -2.286 1.585 1.449
N -1.304 0.740 1.139
C 2.139 0.670 -0.890
C 3.357 1.306 -1.071
C 3.525 2.094 -2.197
C 2.472 2.224 -3.089
C 1.285 1.564 -2.818
N 1.121 0.798 -1.741
H -0.801 -0.632 4.157
H -2.646 0.968 4.748
H -3.596 2.400 2.931
H -2.683 2.184 0.639
H 4.134 1.183 -0.332
H 4.462 2.605 -2.373
H 2.559 2.835 -3.977
H 0.434 1.643 -3.484
C 1.008 -4.660 -3.207
Si 0.223 -3.103 -2.520
C 0.568 -1.721 -3.733
C -1.629 -3.373 -2.366
Ge 1.130 -2.854 -0.305
Si 3.486 -3.270 -0.052
C 3.978 -3.136 1.743
C 4.522 -2.117 -1.114
C 3.741 -5.033 -0.644
Si -0.095 -4.405 1.093
C -1.812 -3.748 1.489
C 0.813 -4.897 2.649
C -0.296 -5.970 0.072
H 0.594 -4.824 -4.207
H 0.795 -5.548 -2.611
H 2.091 -4.570 -3.311
H 0.230 -2.038 -4.725
H 1.635 -1.492 -3.793
H 0.031 -0.809 -3.477
H -2.032 -3.703 -3.329
H -2.154 -2.459 -2.085
H -1.872 -4.133 -1.623
H 3.672 -2.188 2.183
H 5.065 -3.225 1.831
H 3.530 -3.943 2.327
H 4.744 -1.190 -0.586
H 4.044 -1.871 -2.065
H 5.475 -2.604 -1.340
H 2.984 -5.727 -0.271
H 4.711 -5.381 -0.276
H 3.756 -5.103 -1.733
H -1.801 -2.872 2.139
H -2.375 -4.530 2.007
H -2.361 -3.498 0.577
H 1.117 -4.045 3.254
H 1.699 -5.487 2.403
H 0.156 -5.534 3.249
H -0.923 -5.832 -0.809
H -0.770 -6.731 0.699
H 0.664 -6.377 -0.255
C -2.944 -1.155 -6.647
C -3.662 -1.776 -5.636
C -3.594 -1.297 -4.334
C -2.804 -0.192 -4.040
C -2.093 0.435 -5.060
C -2.162 -0.044 -6.359
As -2.582 0.427 -2.217
C -2.753 2.344 -2.470
C -3.684 2.908 -3.339
C -3.762 4.285 -3.478
C -2.904 5.110 -2.760
C -1.961 4.555 -1.908
C -1.884 3.175 -1.768
C -4.229 -0.136 -1.373
C -5.490 0.212 -1.851
C -6.627 -0.234 -1.196
C -6.512 -1.035 -0.066
C -5.260 -1.393 0.409
C -4.120 -0.942 -0.244
H -3.000 -1.529 -7.661
H -4.284 -2.634 -5.859
H -4.167 -1.785 -3.555
H -1.497 1.316 -4.849
H -1.611 0.452 -7.147
H -4.337 2.276 -3.927
H -4.489 4.717 -4.154
H -2.967 6.184 -2.873
H -1.282 5.194 -1.358
H -1.133 2.745 -1.113
H -5.592 0.825 -2.738
H -7.605 0.039 -1.569
H -7.403 -1.384 0.440
H -5.166 -2.026 1.283
H -3.139 -1.221 0.125
*
```

Computed properties:
energy relative to the best compared isomer or geometry (same formula, charge and spin) = 29.6 kJ/mol
gap between HOMO and LUMO = 0.2840 Eh
E_HOMO = -0.388 Ha
energy = -8652.50835 Eh

These are the Löwdin partial charges, in e, on atoms 1 to 6: Cu 0.116; O 0.131; C -0.440; N -0.123; C -0.442; O 0.096

8.
DFT (ωB97M-V with the def2-TZVPD basis set) results for 2 unconnected molecules or ions with the total composition C4H7ClS2 at a distorted geometry.

```
! wB97M-V def2-TZVPD RIJCOSX def2/J DEFGRID3
* xyz 0 1
C -0.390 1.517 0.870
C 0.205 0.590 -0.235
C 0.554 -0.790 0.338
C -0.446 -0.723 -0.920
H -0.963 0.829 1.504
H -0.959 2.563 0.741
H 0.336 1.448 1.815
H 0.461 -0.914 1.457
H 3.034 -0.907 0.473
H -0.020 -1.005 -1.792
H -2.884 -1.927 -1.898
S 2.063 -1.570 -0.376
S -2.275 -0.603 -0.696
Cl 1.283 1.491 -1.282
*
```

Computed properties:
energy relative to the best compared isomer or geometry (same formula, charge and spin) = 447.7 kJ/mol
gap between HOMO and LUMO = 0.3089 Eh
E_HOMO = -0.330 Ha
energy = -1412.99658 Eh

These are the Löwdin partial charges, in e, on atoms 1 to 6: C -0.147; C -0.935; C -0.606; C -0.622; H 0.034; H 0.130

Number 1: molar mass 114.15 g mol⁻¹. Number 2: molar mass 264.89 g mol⁻¹. Number 3: molar mass 75.13 g mol⁻¹. Number 4: molar mass 119.16 g mol⁻¹. Number 5: molar mass 670.46 g mol⁻¹. Number 6: molar mass 1870.83 g mol⁻¹. Number 7: molar mass 888.18 g mol⁻¹. Number 8: molar mass 154.69 g mol⁻¹.